DFT (ωB97M-V/def2-TZVPD) results for a molecular structure, C35H38N10O3SYb in a non-equilibrium geometry.

```
88
Properties=species:S:1:pos:R:3:mulliken_spin:R:1
Yb 0.623 0.307 0.038 1.009
C -3.295 -2.010 1.966 0.000
C -2.202 -1.400 1.142 -0.002
N -1.655 -0.248 1.311 0.000
N -2.106 0.594 2.264 0.000
C -1.397 1.659 2.754 0.000
N -2.074 2.438 3.619 0.000
S 0.172 2.023 2.370 -0.001
C -1.699 -2.220 0.028 0.003
C -1.782 -3.612 0.058 -0.001
C -1.340 -4.335 -1.037 0.000
C -0.880 -3.650 -2.152 0.000
C -0.819 -2.266 -2.090 -0.001
N -1.199 -1.556 -1.029 0.002
H -3.810 -1.295 2.600 0.000
H -2.869 -2.783 2.607 0.000
H -4.032 -2.483 1.320 0.000
H -2.955 0.347 2.774 0.000
H -2.979 2.199 3.991 0.000
H -1.572 3.198 4.047 0.000
H -2.157 -4.132 0.922 0.000
H -1.354 -5.414 -1.024 0.000
H -0.552 -4.176 -3.036 0.000
H -0.441 -1.700 -2.933 0.000
C 0.219 0.947 -4.469 0.000
C 1.049 2.031 -3.848 0.000
C 1.127 3.284 -4.443 0.000
C 1.891 4.292 -3.884 0.000
C 2.586 4.051 -2.712 0.000
C 2.540 2.811 -2.101 0.000
C 3.318 2.541 -0.848 0.000
C 1.766 1.787 -2.669 -0.001
N 1.706 0.541 -1.997 0.000
C 2.207 -0.522 -2.647 0.001
O 2.689 -0.570 -3.774 0.000
C 2.152 -1.793 -1.813 0.000
C 2.697 -2.996 -2.250 -0.001
C 2.590 -4.106 -1.425 0.001
C 1.948 -3.992 -0.200 0.000
C 1.455 -2.746 0.178 0.003
N 1.555 -1.687 -0.628 -0.005
C 1.019 -2.450 1.601 0.000
O 0.769 -3.366 2.377 0.000
N 1.082 -1.131 1.844 -0.008
C 1.543 -0.722 3.124 0.001
C 0.828 -0.780 4.323 0.000
C -0.563 -1.341 4.408 0.001
C 1.425 -0.314 5.490 0.000
C 2.717 0.169 5.485 0.000
C 3.442 0.184 4.305 0.000
C 2.869 -0.244 3.123 0.000
C 3.659 -0.241 1.842 0.001
H 0.880 0.199 -4.909 0.000
H -0.425 1.339 -5.255 0.000
H -0.388 0.447 -3.708 0.000
H 0.591 3.464 -5.365 0.000
H 1.949 5.254 -4.364 0.000
H 3.184 4.836 -2.278 0.000
H 4.096 1.797 -1.036 0.000
H 2.645 2.162 -0.056 0.000
H 3.788 3.452 -0.481 0.000
H 3.217 -3.038 -3.195 0.000
H 3.015 -5.048 -1.737 0.000
H 1.849 -4.823 0.483 0.000
H -1.282 -0.553 4.642 0.000
H -0.619 -2.080 5.205 0.000
H -0.830 -1.829 3.478 0.000
H 0.857 -0.346 6.410 0.000
H 3.175 0.511 6.399 0.000
H 4.465 0.526 4.303 0.000
H 4.634 0.221 1.991 0.000
H 3.118 0.316 1.054 0.000
H 3.806 -1.261 1.478 0.000
C -3.401 3.265 -3.452 0.000
N -2.440 2.819 -2.480 0.000
C -1.361 3.627 -1.963 0.000
C -0.685 2.636 -1.037 0.000
O 0.296 2.804 -0.332 0.000
N -1.338 1.446 -1.102 -0.001
C -2.354 1.594 -1.956 0.000
N -3.223 0.608 -2.197 0.000
H -3.191 4.301 -3.704 0.000
H -4.413 3.199 -3.049 0.000
H -3.342 2.661 -4.359 0.000
H -1.717 4.518 -1.442 0.000
H -0.654 3.925 -2.746 0.000
H -2.946 -0.299 -1.850 0.000
H -3.841 0.650 -2.993 0.000
```

Summary:
Spin multiplicity   2
LUMO level (alpha / beta)   -3.166 / -3.164 eV
E_tot   -100321.09752 eV
Charge   +1
HOMO-LUMO gap (alpha / beta)   7.003 / 7.003 eV


DFT (ωB97M-V/def2-TZVPD) results for 2 unconnected molecules or ions with the total composition C35H38N2O7S2 in a non-equilibrium geometry.

```
84
Properties=species:S:1:pos:R:3:lowdin_charge:R:1
C 0.644 -1.337 7.238 -0.187
C 0.476 -0.296 6.141 -0.133
N -0.173 -0.828 4.936 -0.076
C -0.181 -0.002 3.825 -0.198
C -1.223 -0.025 2.863 0.010
C -1.233 0.892 1.829 -0.010
C -0.188 1.839 1.666 -0.212
C -0.111 2.824 0.620 0.129
C 0.949 2.786 -0.322 -0.184
C 1.652 1.571 -0.601 0.024
C 2.713 1.545 -1.483 -0.001
C 3.205 2.741 -2.056 -0.186
N 4.299 2.708 -2.918 -0.064
C 5.274 3.796 -2.815 -0.126
C 6.306 3.712 -3.934 -0.182
O 6.843 2.392 -4.065 -0.133
C 5.812 1.455 -4.399 -0.178
C 4.776 1.378 -3.290 -0.155
C 2.519 3.953 -1.790 0.011
C 1.380 3.963 -1.001 0.031
C 0.921 1.740 2.549 -0.017
C 0.914 0.868 3.611 -0.016
C -1.216 -1.845 5.076 -0.142
C -0.757 -2.866 6.106 -0.184
O -0.468 -2.219 7.348 -0.132
H 1.582 -1.887 7.038 0.126
H 0.696 -0.837 8.214 0.131
H -0.088 0.567 6.550 0.142
H 1.480 0.058 5.889 0.103
H -2.048 -0.740 2.938 0.109
H -2.046 0.868 1.111 0.119
H -0.818 3.625 0.544 0.072
H 1.338 0.641 -0.121 0.131
H 3.205 0.592 -1.695 0.104
H 4.766 4.765 -2.880 0.115
H 5.818 3.764 -1.846 0.142
H 5.841 4.056 -4.879 0.132
H 7.180 4.333 -3.682 0.133
H 5.300 1.719 -5.347 0.134
H 6.324 0.487 -4.487 0.133
H 5.229 0.859 -2.426 0.136
H 3.932 0.781 -3.652 0.132
H 2.875 4.878 -2.243 0.109
H 0.817 4.882 -0.839 0.117
H 1.784 2.392 2.386 0.128
H 1.786 0.844 4.265 0.102
H -2.179 -1.402 5.396 0.141
H -1.369 -2.339 4.106 0.124
H -1.564 -3.572 6.333 0.129
H 0.123 -3.395 5.687 0.132
C -1.312 6.786 0.253 -0.025
O -2.557 6.670 1.092 -0.217
C -2.995 5.536 1.594 -0.482
S -4.456 5.671 2.715 0.704
C -4.053 6.731 4.108 -0.268
C -3.382 6.157 5.191 -0.061
C -2.975 6.961 6.258 -0.082
C -3.256 8.332 6.233 -0.093
C -4.000 8.890 5.187 -0.081
C -4.399 8.086 4.113 -0.052
O -5.491 6.364 1.965 -0.329
O -4.715 4.355 3.271 -0.327
S -3.189 4.064 0.581 0.668
C -4.902 3.700 0.282 -0.304
C -5.455 2.603 0.941 -0.075
C -6.773 2.256 0.685 -0.077
C -7.521 3.003 -0.228 -0.086
C -6.949 4.091 -0.896 -0.077
C -5.620 4.432 -0.659 -0.062
O -2.584 4.257 -0.731 -0.342
O -2.786 2.981 1.463 -0.373
H -1.375 7.796 -0.157 0.086
H -0.453 6.666 0.929 0.083
H -1.336 6.025 -0.537 0.049
H -3.191 5.084 5.193 0.114
H -2.456 6.503 7.103 0.102
H -2.901 8.967 7.044 0.098
H -4.285 9.945 5.209 0.104
H -4.981 8.500 3.291 0.114
H -4.856 2.051 1.662 0.107
H -7.190 1.407 1.223 0.102
H -8.553 2.725 -0.427 0.096
H -7.522 4.692 -1.599 0.101
H -5.133 5.270 -1.156 0.122
```

Summary:
LUMO level   -2.188 eV
E_tot   -75887.25449 eV
HOMO-LUMO gap   3.222 eV


DFT (ωB97M-V/def2-TZVPD) results for a molecular structure, C35H39BaN11O6S4.

```
96
Properties=species:S:1:pos:R:3:lowdin_charge:R:1
Ba -0.620 0.215 0.248 1.758
O -5.253 -0.082 -3.279 0.011
C -5.511 -1.188 -2.519 -0.284
C -6.404 -2.148 -2.997 -0.037
C -6.653 -3.306 -2.284 -0.111
C -6.000 -3.527 -1.078 -0.108
C -5.100 -2.583 -0.616 -0.032
C -4.850 -1.400 -1.309 -0.083
C -3.798 -0.498 -0.728 -0.518
O -2.754 -1.066 -0.280 -0.293
N -4.103 0.780 -0.657 0.052
N -3.103 1.481 0.012 -0.097
C -3.464 2.654 0.370 -0.132
C -2.697 3.593 1.186 -0.165
C -3.209 4.889 1.294 -0.094
C -2.629 5.868 2.081 -0.148
C -1.506 5.521 2.840 -0.145
C -0.982 4.250 2.775 -0.052
C -1.524 3.236 1.930 -0.421
O -0.970 2.084 1.880 -0.343
H -5.024 -0.411 -4.165 0.054
H -6.871 -1.974 -3.959 0.112
H -7.341 -4.045 -2.681 0.088
H -6.170 -4.440 -0.520 0.087
H -4.531 -2.758 0.288 0.114
H -4.469 2.978 0.079 0.109
H -4.105 5.124 0.726 0.098
H -3.057 6.862 2.136 0.075
H -1.049 6.258 3.495 0.087
H -0.113 3.964 3.358 0.109
O -4.066 -1.596 -5.257 -0.156
C -3.032 -1.720 -4.602 -1.063
S -1.923 -0.415 -4.292 0.924
C -0.774 -1.276 -3.269 -1.169
C -1.065 -2.569 -3.004 -1.188
S -0.176 -3.762 -2.093 0.381
S -2.578 -3.153 -3.724 0.929
S 0.588 -0.276 -2.783 0.408
C 1.871 5.733 1.361 -0.026
N 1.134 4.936 0.399 -0.041
C 0.065 5.468 -0.248 -0.070
C -0.665 4.747 -1.115 -0.007
C -0.254 3.387 -1.326 -0.399
N 0.735 2.841 -0.631 0.123
C 1.421 3.561 0.295 -0.515
O 2.294 3.083 1.009 0.018
N -0.864 2.631 -2.241 0.160
H 2.010 6.739 0.964 0.086
H 2.834 5.260 1.530 0.086
H 1.335 5.787 2.311 0.077
H -0.163 6.500 -0.017 0.127
H -1.527 5.161 -1.615 0.111
H -1.711 2.944 -2.679 0.112
H -0.470 1.710 -2.502 -0.043
N 3.503 0.599 2.773 -0.073
N 2.561 -0.461 3.024 -0.078
H 3.085 1.323 2.190 0.027
H 4.255 0.189 2.234 0.042
H 1.964 -0.586 2.213 -0.006
H 1.971 -0.158 3.789 0.050
C 3.166 -2.521 -1.574 -0.032
C 3.070 -1.213 -0.859 -0.430
O 2.282 -1.037 0.054 -0.050
C 3.983 -0.095 -1.260 -0.149
C 5.255 -0.336 -1.773 -0.041
C 6.095 0.724 -2.081 -0.101
C 5.658 2.030 -1.900 -0.098
C 4.387 2.272 -1.398 -0.060
C 3.556 1.214 -1.070 -0.019
H 2.160 -2.747 -1.955 -0.007
H 3.416 -3.310 -0.865 0.063
H 3.873 -2.513 -2.399 0.073
H 5.599 -1.352 -1.921 0.103
H 7.088 0.529 -2.468 0.091
H 6.311 2.857 -2.152 0.092
H 4.037 3.286 -1.249 0.101
H 2.565 1.399 -0.678 0.071
C 2.652 -5.082 3.826 -0.087
C 2.252 -5.519 2.421 -0.413
C 3.020 -4.737 1.362 -0.077
C 0.744 -5.421 2.178 -0.112
N 0.219 -4.081 2.363 -0.101
C -0.013 -3.125 1.462 -0.161
N -0.475 -2.074 2.103 -0.060
N -0.516 -2.408 3.410 -0.027
N -0.106 -3.609 3.580 0.042
H 3.704 -5.312 4.003 0.072
H 2.054 -5.582 4.591 0.072
H 2.520 -4.006 3.952 0.071
H 2.486 -6.584 2.306 0.129
H 2.762 -3.675 1.394 0.073
H 2.794 -5.112 0.362 0.080
H 4.096 -4.816 1.525 0.081
H 0.196 -6.075 2.856 0.122
H 0.507 -5.706 1.152 0.132
H 0.103 -3.220 0.380 0.040
```

Summary:
LUMO level   3.952 eV
E_tot   -109644.65777 eV
Charge   -2
HOMO-LUMO gap   5.165 eV